1.
ORCA calculation (wB97M-V/def2-TZVPD) on 2 unconnected molecules or ions with the total composition C3H12NO at a distorted geometry.

Results
- HOMO-LUMO gap: 0.4845 hartree
- Net charge: +1
- Energy relative to the best compared isomer or geometry (same formula, charge and spin): 3.20 kcal per mole
- E_tot: -251.2653 Ha
- Max |F|: 1.2 eV/A
- HOMO: -0.6030 Eh

Last column: Löwdin charge in e.
CARTESIAN COORDINATES (ANGSTROEM)
C 0.12 0.40 2.05  -0.0332
C -0.14 0.37 0.53  -0.3601
C -1.55 0.01 0.14  -0.0392
N 0.76 -0.73 -0.05  0.1854
H 1.20 0.30 2.14  0.0840
H -0.40 -0.38 2.61  0.0965
H -0.16 1.36 2.45  0.0940
H 0.28 1.26 0.08  0.1485
H -1.67 -1.08 0.17  0.0922
H -2.29 0.41 0.83  0.0962
H -1.86 0.26 -0.88  0.0910
H 1.74 -0.59 0.21  0.1639
H 0.73 -0.64 -1.08  0.1063
H 0.47 -1.67 0.18  0.1617
H 0.30 0.08 -3.56  0.0810
H 1.68 0.48 -3.06  0.0725
O 0.82 0.16 -2.75  -0.0408

---

2.
ORCA calculation (wB97M-V/def2-TZVPD) on 2 unconnected molecules or ions with the total composition C3H12NO at a distorted geometry.

Results
- ⟨S²⟩: 0.754
- HOMO-LUMO gap (spin up / spin down): 0.5261 / 0.2841 hartree
- Spin multiplicity: 2
- Net charge: +2
- Energy relative to the best compared isomer or geometry (same formula, charge and spin): 0.74 kcal per mole
- E_tot: -250.7054 Ha
- Max |F|: 3.0 eV/A
- HOMO (spin up / spin down): -0.8101 / -0.8092 Eh

Last column: Löwdin spin population.
CARTESIAN COORDINATES (ANGSTROEM)
C -0.49 -1.01 2.97  0.0000
N 0.03 -0.26 1.79  -0.0004
H -1.57 -1.13 2.93  0.0000
H 0.00 -1.99 3.01  0.0000
H -0.26 -0.51 3.91  0.0000
H 1.03 -0.04 1.86  0.0000
H -0.43 0.65 1.70  0.0001
H -0.11 -0.79 0.92  -0.0007
C 0.58 -0.05 -2.10  0.1737
O -0.39 -0.57 -1.26  0.5636
C 0.30 1.49 -2.26  0.1857
H 1.50 -0.26 -1.55  0.0047
H 0.66 -0.50 -3.11  0.0439
H -1.31 -0.60 -1.61  0.0034
H -0.78 1.53 -2.51  -0.0009
H 0.51 2.20 -1.47  0.0071
H 0.73 1.81 -3.20  0.0198

---

3.
ORCA calculation (wB97M-V/def2-TZVPD) on 2 unconnected molecules or ions with the total composition C3H12NO at a distorted geometry.

Results
- ⟨S²⟩: 0.755
- HOMO-LUMO gap (spin up / spin down): 0.4800 / 0.1486 hartree
- Spin multiplicity: 2
- Net charge: +2
- Energy relative to the best compared isomer or geometry (same formula, charge and spin): 68.95 kcal per mole
- E_tot: -250.5967 Ha
- Max |F|: 4.3 eV/A
- HOMO (spin up / spin down): -0.8019 / -0.7807 Eh

Last column: Löwdin spin population.
CARTESIAN COORDINATES (ANGSTROEM)
C 0.48 1.86 0.42  0.0842
C 1.00 0.84 -0.52  0.0386
N -0.02 -0.41 -0.36  0.0410
C 0.22 -1.53 -1.27  0.0098
H -0.50 2.07 0.08  0.0143
H 0.95 2.86 0.41  0.0264
H 0.51 1.50 1.49  0.0156
H 2.07 0.55 -0.29  0.0067
H 0.87 1.17 -1.54  0.0089
H -0.32 -0.83 0.58  0.0040
H -0.94 0.04 -0.63  -0.0006
H 0.13 -1.04 -2.24  0.0052
H 1.26 -1.70 -1.22  0.0006
H -0.42 -2.33 -1.17  0.0040
H -2.21 -1.77 2.08  0.0109
H -1.54 -0.17 2.27  0.0042
O -1.54 -1.11 1.93  0.7262

---

4.
ORCA calculation (wB97M-V/def2-TZVPD) on 3 unconnected molecules or ions with the total composition C3H12NO2.

Results
- ⟨S²⟩: 0.753
- HOMO-LUMO gap (spin up / spin down): 0.2397 / 0.3787 hartree
- Spin multiplicity: 2
- Energy relative to the best compared isomer or geometry (same formula, charge and spin): 0.00 kcal per mole
- E_tot: -326.6648 Ha
- Max |F|: 0.8 eV/A
- HOMO (spin up / spin down): -0.2143 / -0.3536 Eh

Last column: Löwdin spin population.
CARTESIAN COORDINATES (ANGSTROEM)
C -1.93 0.38 -1.29  0.0025
C -1.75 -0.58 -0.13  0.0277
C -0.03 -1.21 1.53  0.5716
N -0.40 -0.54 0.39  0.2697
H -1.49 0.02 -2.21  0.0002
H -1.51 1.35 -1.03  0.0009
H -2.99 0.53 -1.47  0.0002
H -2.01 -1.62 -0.39  0.0102
H -2.43 -0.35 0.69  0.0060
H 0.97 -1.59 1.61  0.0489
H -0.80 -1.62 2.17  0.0507
H 0.37 -0.26 -0.20  0.0023
H 1.49 1.97 2.18  0.0015
H 0.83 1.57 0.86  0.0018
O 1.69 1.76 1.26  0.0062
H 2.44 0.47 -1.24  0.0000
H 1.95 -0.25 -2.52  0.0000
O 1.87 -0.25 -1.55  -0.0004

---

5.
ORCA calculation (wB97M-V/def2-TZVPD) on 2 unconnected molecules or ions with the total composition C3H12NO2 at a distorted geometry.

Results
- HOMO-LUMO gap: 0.3982 hartree
- Net charge: +1
- Energy relative to the best compared isomer or geometry (same formula, charge and spin): 55.43 kcal per mole
- E_tot: -326.4248 Ha
- Max |F|: 6.4 eV/A
- HOMO: -0.5194 Eh

Last column: Löwdin charge in e.
CARTESIAN COORDINATES (ANGSTROEM)
C -0.79 0.70 0.33  -0.1367
C 0.05 0.14 1.43  -0.1603
C 1.03 -0.96 0.92  -0.2849
O 2.18 -0.32 0.59  -0.1092
N 0.27 1.19 -0.79  0.1746
H -1.16 1.70 0.71  0.1314
H -1.79 0.24 -0.14  0.1507
H 0.73 0.97 1.62  0.1100
H -0.53 -0.05 2.36  0.1430
H 1.13 -1.88 1.50  0.1317
H 0.78 -1.23 -0.13  0.1160
H 3.02 -0.73 1.04  0.1834
H 0.99 1.79 -0.41  0.1483
H -0.35 1.66 -1.65  0.2457
H 0.70 0.44 -1.27  0.0959
H -2.20 -1.75 -1.38  0.0893
H -2.10 -0.97 -2.86  0.0841
O -1.95 -0.91 -1.87  -0.1132

---

6.
ORCA calculation (wB97M-V/def2-TZVPD) on 2 unconnected molecules or ions with the total composition C3H12NO2 at a distorted geometry.

Results
- HOMO-LUMO gap: 0.4005 hartree
- Net charge: +1
- Energy relative to the best compared isomer or geometry (same formula, charge and spin): 49.43 kcal per mole
- E_tot: -326.4343 Ha
- Max |F|: 3.4 eV/A
- HOMO: -0.5264 Eh

Last column: Löwdin charge in e.
CARTESIAN COORDINATES (ANGSTROEM)
C -0.15 -0.24 0.23  -0.0851
C 1.35 -0.32 -0.16  -0.4123
C 1.77 -0.20 -1.60  -0.0327
O 1.95 0.81 0.37  -0.0382
N -0.48 0.70 1.28  0.1983
H -0.64 -0.03 -0.73  0.1425
H -0.57 -1.15 0.60  0.1359
H 1.79 -1.21 0.10  0.1182
H 0.96 -0.45 -2.20  0.0514
H 2.70 -0.82 -1.92  0.1345
H 1.98 0.80 -1.94  0.0882
H 2.84 0.49 0.60  0.1339
H 0.19 1.48 1.63  0.2209
H -0.38 0.17 2.11  0.1575
H -1.39 1.05 1.09  0.1467
H -4.14 -0.96 -0.18  0.0402
H -4.25 0.21 0.53  0.0217
O -3.56 -0.31 0.18  -0.0215